# C26H51N6O5Si2Y

A molecular structure, C26H51N6O5Si2Y (ωB97M-V/def2-TZVPD, the Open Molecules 2025 dataset).

Properties
Energy above the lowest of the compared OMol25 structures with the same formula, charge and spin ... 0.0 kJ/mol
Multiplicity ... 1
Lowest unoccupied orbital energy ... 0.0 eV
Electronic energy ... -2343.66645 Ha
HOMO ... -6.21 eV

Positions of all 91 atoms, in Å:
Y1 0.129 -0.042 0.072
C1 2.680 3.309 -0.238
C2 2.481 2.764 1.163
N1 2.275 1.312 1.266
C3 2.545 0.904 2.655
C4 2.009 -0.475 2.963
N2 0.578 -0.565 2.685
C5 -0.278 -0.163 3.806
C6 -0.797 1.267 3.751
C7 -1.894 1.479 2.720
N3 -1.413 1.745 1.352
C8 -1.018 3.150 1.211
C9 -0.600 3.490 -0.213
N4 0.319 2.509 -0.792
C10 1.609 3.006 -1.292
H1 3.638 2.948 -0.622
H2 2.805 4.389 -0.125
H3 1.635 3.252 1.647
H4 3.364 3.055 1.750
H5 2.966 0.865 0.669
H6 2.082 1.648 3.308
H7 3.621 0.944 2.872
H8 2.236 -0.729 4.007
H9 2.505 -1.210 2.333
H10 0.367 -1.535 2.470
H11 0.253 -0.323 4.753
H12 -1.139 -0.836 3.818
H13 0.016 1.982 3.607
H14 -1.218 1.497 4.734
H15 -2.548 2.304 3.037
H16 -2.507 0.579 2.686
H17 -2.200 1.580 0.729
H18 -0.211 3.339 1.915
H19 -1.843 3.816 1.507
H20 -0.164 4.494 -0.229
H21 -1.501 3.539 -0.834
H22 -0.122 2.083 -1.598
H23 1.454 3.902 -1.908
H24 1.963 2.226 -1.963
O1 -3.159 1.003 -3.341
C11 -2.230 0.377 -2.611
O2 -1.805 0.859 -1.583
C12 -1.839 -0.937 -3.241
O3 -1.020 -1.699 -2.420
C13 0.270 -1.936 -2.975
C14 1.128 -0.665 -3.014
O4 1.944 -0.519 -3.909
O5 0.906 0.169 -2.057
H25 -3.367 1.840 -2.896
H26 -2.769 -1.466 -3.474
H27 -1.371 -0.680 -4.201
H28 0.738 -2.669 -2.321
H29 0.193 -2.353 -3.983
C15 -3.892 -2.076 2.475
Si1 -3.149 -1.657 0.784
C16 -3.885 -2.813 -0.512
C17 -4.029 -0.011 0.439
N5 -1.414 -1.599 0.694
C18 -0.729 -2.836 0.868
C19 -1.385 -3.990 1.316
C20 -0.774 -5.223 1.492
C21 0.572 -5.345 1.221
C22 1.265 -4.226 0.789
C23 0.682 -2.965 0.600
N6 1.445 -1.863 0.157
Si2 3.093 -2.099 -0.363
C24 3.233 -3.299 -1.811
C25 3.884 -0.498 -0.971
C26 4.275 -2.650 1.013
H30 -4.975 -1.936 2.422
H31 -3.523 -1.387 3.241
H32 -3.710 -3.083 2.843
H33 -4.973 -2.699 -0.526
H34 -3.659 -3.866 -0.353
H35 -3.505 -2.559 -1.504
H36 -5.068 -0.325 0.291
H37 -3.742 0.542 -0.450
H38 -4.056 0.676 1.286
H39 -2.440 -3.941 1.531
H40 -1.361 -6.066 1.834
H41 1.089 -6.289 1.340
H42 2.317 -4.348 0.575
H43 3.024 -2.788 -2.753
H44 2.586 -4.172 -1.737
H45 4.266 -3.657 -1.871
H46 3.217 0.197 -1.479
H47 4.632 -0.792 -1.713
H48 4.443 0.017 -0.182
H49 3.917 -3.463 1.643
H50 4.519 -1.810 1.670
H51 5.218 -2.970 0.560

=====

# C5H26N2O8

8 unconnected molecules or ions with the total composition C5H26N2O8 (ωB97M-V/def2-TZVPD, the Open Molecules 2025 dataset).

Properties
Energy above the lowest of the compared OMol25 structures with the same formula, charge and spin ... 232.6 kJ/mol
SMILES string ... C[C@H](N)C(=O)N(C)C.O.O.O.O.O.O.O
Multiplicity ... 1
Lowest unoccupied orbital energy ... 0.1 eV
Electronic energy ... -917.50627 Ha
HOMO ... -9.37 eV

Positions of all 41 atoms, in Å:
O1 -1.258 -2.168 1.633
C1 -0.799 -1.248 0.949
N1 -1.053 0.027 1.467
C2 -1.659 0.100 2.769
C3 -0.360 1.180 0.897
C4 -0.486 -1.480 -0.504
C5 -1.176 -2.749 -1.025
N2 0.962 -1.722 -0.699
H1 -2.137 1.079 2.882
H2 -2.344 -0.664 3.104
H3 -0.849 0.119 3.523
H4 -1.103 1.966 0.754
H5 0.071 0.888 -0.056
H6 0.487 1.481 1.523
H7 -0.794 -0.664 -1.154
H8 -0.755 -3.110 -1.958
H9 -1.127 -3.522 -0.264
H10 -2.200 -2.434 -1.221
H11 1.374 -2.430 -0.099
H12 1.549 -0.919 -0.484
H13 0.566 -3.026 2.565
H14 0.924 -1.579 2.580
O2 1.321 -2.436 2.471
H15 3.255 1.590 -0.668
H16 2.714 0.786 0.631
O3 2.898 0.773 -0.314
H17 -2.050 2.858 -1.921
H18 -0.912 3.411 -1.134
O4 -1.801 3.639 -1.413
H19 -3.328 0.738 -0.778
H20 -3.303 -0.117 -2.099
O5 -3.664 0.665 -1.675
H21 3.751 -0.183 2.948
H22 2.428 -0.055 2.236
O6 3.151 0.474 2.591
H23 2.857 0.331 -2.253
H24 1.894 1.381 -2.692
O7 2.527 0.744 -3.058
H25 0.031 1.295 -3.352
H26 0.200 2.809 -3.709
O8 0.198 2.171 -2.990

=====

# C5H8ClN3O2

A single C5H8ClN3O2 molecule (ωB97M-V/def2-TZVPD, the Open Molecules 2025 dataset).

Properties
Energy above the lowest of the compared OMol25 structures with the same formula, charge and spin ... 67.5 kJ/mol
Multiplicity ... 1
Lowest unoccupied orbital energy (spin up / spin down) ... 0.2 / 0.2 eV
Electronic energy ... -970.13277 Ha
HOMO (spin up / spin down) ... -9.56 / -9.56 eV

Positions of all 19 atoms, in Å:
C1 -1.835 1.714 -1.419
C2 0.088 -0.759 -0.419
C3 -1.384 -0.228 -0.235
C4 2.399 -0.385 0.020
C5 -2.289 -1.350 0.427
N1 -1.840 0.427 -1.328
N2 -0.993 1.700 0.749
N3 1.049 0.048 0.073
O1 0.292 -1.907 -0.802
O2 -1.418 2.471 -0.421
Cl1 -3.966 -0.876 0.446
H1 -2.006 2.202 -2.462
H2 2.678 -0.589 0.982
H3 2.455 -1.356 -0.521
H4 2.995 0.397 -0.378
H5 -1.940 -1.675 1.412
H6 -2.126 -2.211 -0.194
H7 -1.735 1.711 1.451
H8 0.861 1.017 0.329

=====

# C15H18O

2 unconnected molecules or ions with the total composition C15H18O (ωB97M-V/def2-TZVPD, the Open Molecules 2025 dataset).

Properties
Energy above the lowest of the compared OMol25 structures with the same formula, charge and spin ... 75.1 kJ/mol
SMILES string ... CCc1ccc(O)cc1.Cc1ccccc1
Multiplicity ... 1
Lowest unoccupied orbital energy ... 0.8 eV
Electronic energy ... -657.58846 Ha
HOMO ... -8.46 eV

Positions of all 34 atoms, in Å:
C1 -3.319 -1.281 0.794
C2 -4.819 -0.962 0.780
C3 -2.400 -0.441 -0.074
C4 -2.462 -0.519 -1.457
C5 -1.597 0.528 0.523
C6 -1.600 0.223 -2.266
C7 -0.838 1.374 -0.283
C8 -0.791 1.160 -1.646
O1 0.040 2.001 -2.355
H1 -2.909 -1.249 1.809
H2 -3.082 -2.330 0.551
H3 -5.361 -1.767 0.257
H4 -3.353 -1.005 -1.836
H5 -1.614 0.636 1.600
H6 -1.838 0.159 -3.318
H7 -0.312 2.214 0.155
H8 0.422 1.565 -3.128
H9 -5.131 -0.070 0.260
H10 -5.172 -1.115 1.799
C9 1.622 -1.088 1.789
C10 3.570 0.143 -1.237
C11 2.719 -0.556 -0.394
C12 4.421 1.077 -0.661
C13 2.652 -0.325 0.980
C14 4.386 1.327 0.705
C15 3.450 0.676 1.507
H11 3.611 -0.020 -2.308
H12 2.012 -1.257 -0.796
H13 5.039 1.722 -1.270
H14 5.137 1.974 1.141
H15 0.672 -0.601 1.548
H16 1.848 -1.009 2.852
H17 3.393 0.933 2.547
H18 1.604 -2.116 1.433